No. 1
# C5H10O

2 unconnected molecules or ions with the total composition C5H10O at a distorted geometry (ωB97M-V/def2-TZVPD, OMol25).

```
16
Properties=species:S:1:pos:R:3
C 1.285 0.175 -0.277
C -1.328 -1.272 1.142
C 1.194 1.107 0.898
C 0.093 0.026 -1.070
C -0.562 0.316 -2.154
O -1.199 0.018 0.561
H 1.932 0.608 -1.078
H 1.648 -0.811 0.031
H -2.347 -1.625 0.970
H -0.643 -2.015 0.714
H -1.116 -1.235 2.216
H -0.087 0.698 -3.055
H -1.647 0.227 -2.153
H 2.074 1.043 1.535
H 1.026 2.145 0.605
H -0.322 0.596 1.115
```

The LUMO energy is -0.17 eV. The value obtained for the relative energy (zero: lowest compared OMol25 entry of this formula, charge and spin) is 138.3 kcal/mol. Its gap between HOMO and LUMO is 7.0 eV. Its total energy is -7388.769 eV. Its charge is 0. As for the largest force on an atom: 2.23 eV/Å. The spin multiplicity is 1.

No. 2
# C19H23AsNPb

A molecular structure, C19H23AsNPb at a distorted geometry (ωB97M-V/def2-TZVPD, OMol25).

```
45
Properties=species:S:1:pos:R:3
C -1.864 -2.365 -4.703
Pb -0.926 -1.512 -2.884
N 1.087 -0.046 -4.264
H -1.719 -2.596 -1.525
H -1.282 0.238 -2.200
H -2.922 -2.669 -4.616
H -1.231 -3.225 -5.006
H -1.719 -1.525 -5.409
H 2.091 -0.251 -4.208
H 0.964 0.963 -4.137
H 0.759 -0.297 -5.205
C 0.146 4.313 2.715
C 0.896 4.266 1.536
C 0.807 3.154 0.701
C -0.036 2.079 1.047
C -0.776 2.123 2.233
C -0.682 3.249 3.061
As -0.102 0.578 -0.291
C 1.636 -0.210 0.296
C 2.558 -0.492 -0.734
C 3.821 -1.000 -0.420
C 4.175 -1.229 0.916
C 3.261 -0.942 1.935
C 1.989 -0.417 1.631
C -1.368 -0.540 0.708
C -1.046 -1.694 1.419
C -2.077 -2.459 1.984
C -3.414 -2.070 1.843
C -3.731 -0.909 1.124
C -2.709 -0.127 0.582
H 0.195 5.186 3.359
H 1.539 5.100 1.263
H 1.390 3.139 -0.224
H -1.441 1.317 2.544
H -1.274 3.281 3.972
H 2.270 -0.321 -1.777
H 4.526 -1.226 -1.219
H 5.153 -1.643 1.163
H 3.534 -1.131 2.977
H 1.301 -0.194 2.439
H -0.013 -2.017 1.543
H -1.825 -3.379 2.524
H -4.210 -2.685 2.274
H -4.777 -0.614 0.983
H -2.957 0.798 0.049
```

The LUMO energy is 2.96 eV. The value obtained for the relative energy (zero: lowest compared OMol25 entry of this formula, charge and spin) is 0.0 kcal/mol. Its gap between HOMO and LUMO is 4.6 eV. Its total energy is -87648.859 eV. Its charge is -1. As for the largest force on an atom: 2.82 eV/Å. The spin multiplicity is 1.